{"formula": "C4H9O", "method": "wB97M-V/def2-TZVPD", "total_charge": 0, "s2": 0.758, "e_above_lowest_kj_mol": 141.03, "spin_multiplicity": 2, "gap_ev": [9.96, 8.57], "e_homo_ev": [-8.831, -9.430], "species": ["C", "O", "C", "C", "C", "H", "H", "H", "H", "H", "H", "H", "H", "H"], "positions_angstrom": [[0.94359, 0.94636, 0.27327], [1.52590, 1.45986, -0.75070], [1.73530, -0.30315, 0.83425], [0.33158, -0.52209, 0.50034], [-0.61501, -0.47226, 1.68732], [0.55399, 1.64568, 1.00759], [-3.53497, 0.37864, -5.37939], [2.55652, -0.45665, 0.14853], [2.02692, -0.38377, 1.87498], [-3.15340, 0.01851, -5.89026], [0.01788, -0.92041, -0.45366], [-0.53389, 0.44447, 2.27688], [-1.65672, -0.64153, 1.47244], [-0.19770, -1.19366, 2.39839]]}


{"formula": "C11H4CaN2O5", "method": "wB97M-V/def2-TZVPD", "total_charge": 2, "e_above_lowest_kj_mol": 0.00, "gap_ev": 8.10, "e_homo_ev": -16.709, "species": ["O", "C", "Ca", "O", "C", "C", "O", "C", "O", "C", "O", "N", "C", "C", "C", "C", "C", "N", "C", "H", "H", "H", "H"], "positions_angstrom": [[-0.14490, 5.20211, -2.36423], [-0.13609, 4.06063, -2.30451], [-0.13744, -0.88164, -1.51168], [-0.14601, 0.09477, -5.15670], [-0.14300, -0.27033, -4.06728], [-0.15465, -3.28274, -2.21304], [-0.15586, -4.42480, -2.32981], [-2.41906, -0.25129, -2.21590], [-3.47387, 0.16795, -2.39953], [2.14856, -0.25915, -2.20082], [3.20503, 0.16220, -2.35400], [3.33364, -0.11228, 3.97510], [2.29607, -0.07933, 3.42948], [1.01425, -0.05110, 2.74745], [-0.19494, 0.01945, 3.44598], [-1.40389, 0.05522, 2.76748], [-1.36045, -0.01800, 1.37765], [-0.19909, -0.14683, 0.68880], [0.98165, -0.10508, 1.35578], [-0.17504, 0.05230, 4.52537], [-2.36686, 0.14165, 3.26874], [-2.27122, 0.03441, 0.77203], [1.90319, -0.10810, 0.76360]]}


{"formula": "C30H53F9N2O6S3", "method": "wB97M-V/def2-TZVPD", "total_charge": 0, "e_above_lowest_kj_mol": 123.32, "gap_ev": 9.23, "e_homo_ev": -8.977, "smiles": "CCC[C@@H](C)[C@@H]1C(=O)N[C@@H](CCCCC(F)(F)C(F)(F)S(F)(F)(F)(F)F)[C@H]1CCCCN(C)C(C)=O.O=S1(=O)CCCC1.O=S1(=O)CCCC1", "species": ["C", "C", "C", "C", "C", "C", "C", "O", "N", "C", "C", "C", "C", "C", "C", "F", "F", "C", "F", "F", "S", "F", "F", "F", "F", "F", "C", "C", "C", "C", "C", "N", "C", "C", "C", "O", "H", "H", "H", "H", "H", "H", "H", "H", "H", "H", "H", "H", "H", "H", "H", "H", "H", "H", "H", "H", "H", "H", "H", "H", "H", "H", "H", "H", "H", "H", "H", "H", "H", "H", "H", "H", "H", "O", "S", "O", "C", "C", "C", "C", "H", "H", "H", "H", "H", "H", "H", "H", "O", "S", "O", "C", "C", "C", "C", "H", "H", "H", "H", "H", "H", "H", "H"], "positions_angstrom": [[4.66394, 0.46452, 2.94627], [4.54974, 1.28962, 1.64952], [4.51032, 0.31950, 0.43827], [3.75122, 0.92475, -0.79305], [4.53450, 0.60977, -2.08902], [2.32746, 0.34052, -0.76419], [1.51866, 0.37754, -2.10830], [1.90645, 0.09243, -3.18754], [0.17003, 0.84479, -1.93519], [0.24469, 1.70707, -0.75712], [-1.03210, 2.27117, -0.15796], [-2.02599, 1.25202, 0.43755], [-2.84801, 1.91539, 1.61122], [-2.62729, 1.10814, 2.89264], [-2.89801, 1.89645, 4.18455], [-4.19237, 1.61922, 4.51748], [-2.84814, 3.21396, 4.02876], [-2.06790, 1.37555, 5.39575], [-2.05051, 0.07208, 5.32033], [-2.73235, 1.65628, 6.50215], [-0.35652, 2.11406, 5.59838], [-0.34996, 1.69898, 7.12543], [0.30203, 0.69553, 5.27058], [-0.24673, 2.45860, 4.06173], [-0.94274, 3.51279, 5.95704], [1.08774, 2.69924, 5.78838], [1.35210, 1.12826, 0.16018], [1.02566, 0.58866, 1.57002], [0.82192, -0.93379, 1.71854], [0.12137, -1.65428, 0.54941], [-0.69681, -2.85897, 1.08300], [0.08266, -3.63071, 2.06994], [-0.52561, -3.67927, 3.39798], [0.54730, -4.85672, 1.61223], [1.23594, -4.84076, 0.24314], [0.49577, -5.88843, 2.21337], [3.68897, 0.04424, 3.20014], [5.32539, -0.38523, 2.75440], [5.08902, 1.02758, 3.77555], [3.68244, 1.95013, 1.65373], [5.43558, 1.92781, 1.59757], [5.55182, 0.12768, 0.18369], [4.01893, -0.58984, 0.78818], [3.76460, 2.00264, -0.62399], [4.17541, -0.26310, -2.62593], [4.50623, 1.49343, -2.72804], [5.59001, 0.46598, -1.85532], [2.42498, -0.72849, -0.57018], [-0.49834, 0.08188, -1.91008], [0.73424, 2.61122, -1.14813], [-1.54346, 2.88016, -0.89951], [-0.71776, 2.97847, 0.61381], [-2.74691, 0.94004, -0.31793], [-1.54833, 0.38189, 0.87736], [-3.90177, 1.87663, 1.33394], [-2.56210, 2.96212, 1.68262], [-3.28961, 0.24626, 2.86940], [-1.61800, 0.70140, 2.98856], [1.93293, 2.03048, 0.38475], [1.88736, 0.84130, 2.19067], [0.20268, 1.18265, 1.96054], [0.18473, -1.07530, 2.60012], [1.74349, -1.45855, 1.96301], [0.87228, -2.08016, -0.12214], [-0.50246, -1.00831, -0.06418], [-1.03514, -3.44709, 0.22993], [-1.60435, -2.43107, 1.51089], [-0.44415, -4.64172, 3.89705], [-1.57645, -3.38542, 3.41099], [-0.01533, -2.94954, 4.03829], [1.57560, -5.85218, 0.03854], [0.53153, -4.60041, -0.54876], [2.11150, -4.19018, 0.23301], [-1.51804, -5.51300, -1.68722], [-2.56196, -4.53508, -1.85700], [-2.80748, -3.50309, -0.88187], [-2.38077, -3.77956, -3.46773], [-3.19616, -4.67319, -4.39654], [-4.49169, -4.99052, -3.63896], [-4.10241, -5.38601, -2.20912], [-1.32624, -3.72773, -3.73107], [-2.80449, -2.77667, -3.41267], [-3.39363, -4.18326, -5.34897], [-2.65020, -5.59740, -4.59918], [-5.12610, -4.10179, -3.61550], [-5.05893, -5.78392, -4.12376], [-4.85146, -5.07953, -1.48297], [-3.91865, -6.45566, -2.12361], [-0.45784, 4.87695, -1.84112], [-0.89817, 5.02246, -3.20849], [-2.23505, 5.45585, -3.52791], [0.28051, 6.04983, -4.07609], [1.31709, 5.06445, -4.60843], [0.52066, 3.87046, -5.14952], [-0.53032, 3.50470, -4.09534], [0.69454, 6.78886, -3.39362], [-0.24897, 6.54519, -4.88977], [1.93981, 5.51845, -5.37841], [1.97025, 4.73491, -3.79666], [0.02598, 4.15633, -6.08081], [1.16533, 3.02013, -5.36909], [-1.44565, 3.12668, -4.54451], [-0.14396, 2.77980, -3.37803]]}


{"formula": "C37H37N3OP2PtSSe2", "method": "wB97M-V/def2-TZVPD", "total_charge": 0, "s2": 2.009, "e_above_lowest_kj_mol": 0.00, "spin_multiplicity": 3, "gap_ev": [7.26, 6.65], "e_homo_ev": [-7.113, -7.590], "species": ["Pt", "Se", "P", "C", "C", "C", "C", "C", "C", "C", "C", "C", "C", "C", "C", "C", "C", "N", "N", "N", "P", "Se", "C", "C", "C", "C", "C", "C", "C", "C", "C", "C", "C", "C", "H", "H", "H", "H", "H", "H", "H", "H", "H", "H", "H", "H", "H", "H", "H", "H", "H", "H", "H", "H", "C", "C", "C", "C", "H", "H", "H", "H", "H", "H", "H", "H", "H", "C", "S", "O", "C", "C", "C", "C", "C", "C", "H", "H", "H", "H", "H", "H", "H", "H"], "positions_angstrom": [[-0.28523, -1.26425, -2.53711], [-2.57546, 0.95816, 3.70653], [-0.62103, 0.30187, 3.29530], [-0.11314, -0.99943, 4.46404], [-0.90286, -2.14777, 4.55620], [-0.59776, -3.12616, 5.48655], [0.48442, -2.96288, 6.34519], [1.25367, -1.81397, 6.27642], [0.95589, -0.83053, 5.33770], [0.65703, 1.57883, 3.45494], [0.36295, 2.77662, 4.09379], [1.36447, 3.71977, 4.29547], [2.65858, 3.45735, 3.86642], [2.95403, 2.25890, 3.22561], [1.95425, 1.32099, 3.01378], [-0.38463, -0.41820, 1.64637], [-0.36653, 0.04283, 0.32273], [-0.30580, -1.07706, -0.43488], [-0.25939, -2.14792, 0.33053], [-0.30372, -1.76988, 1.59040], [-0.35152, 1.61652, -0.52837], [-0.43414, 1.37111, -2.67526], [1.26774, 2.35941, -0.19730], [2.36375, 1.50566, -0.34138], [3.65013, 2.01099, -0.28397], [3.85176, 3.37101, -0.07331], [2.76554, 4.22159, 0.06761], [1.46985, 3.72179, -0.00489], [-1.64588, 2.72174, 0.05911], [-2.79488, 2.89420, -0.71086], [-3.79192, 3.75250, -0.27709], [-3.64118, 4.44479, 0.91921], [-2.50123, 4.27115, 1.68734], [-1.50335, 3.40614, 1.26277], [-1.75524, -2.26586, 3.90307], [-1.20803, -4.01977, 5.54736], [0.72114, -3.72973, 7.07390], [2.08758, -1.67341, 6.95452], [1.55642, 0.06802, 5.29951], [-0.65120, 2.95134, 4.43931], [1.13701, 4.65606, 4.79129], [3.44219, 4.19068, 4.02681], [3.96539, 2.05927, 2.88983], [2.17736, 0.38594, 2.50814], [2.19889, 0.44766, -0.52226], [4.49791, 1.34664, -0.40715], [4.85981, 3.76755, -0.02172], [2.92296, 5.28234, 0.22349], [0.62841, 4.39838, 0.06372], [-2.89516, 2.36095, -1.64654], [-4.68487, 3.88866, -0.87485], [-4.42182, 5.11747, 1.25823], [-2.39459, 4.78979, 2.63217], [-0.62258, 3.26228, 1.87270], [3.72840, -2.07596, -4.40125], [2.21391, -2.20534, -4.19876], [1.83830, -3.67272, -4.03618], [1.79206, -1.36900, -2.99984], [4.04950, -2.62446, -5.29233], [4.26143, -2.48793, -3.53756], [4.02509, -1.02956, -4.51775], [1.72394, -1.81089, -5.09597], [2.29552, -4.07943, -3.12795], [2.18022, -4.26862, -4.88869], [0.76201, -3.78791, -3.94924], [2.12625, -0.33722, -3.11325], [2.22525, -1.78169, -2.08314], [-4.95316, -1.39627, -2.99956], [-3.33941, -0.64267, -2.66329], [-3.22329, -0.61944, -1.18348], [-2.38791, -2.05472, -3.30712], [-2.20497, -2.12012, -4.69728], [-1.88845, -3.33494, -5.28291], [-1.75049, -4.47618, -4.49464], [-1.88999, -4.40161, -3.11759], [-2.21333, -3.19324, -2.50874], [-4.97309, -2.41974, -2.62575], [-5.12063, -1.36930, -4.07908], [-5.69371, -0.78483, -2.48088], [-2.35893, -1.22984, -5.29977], [-1.75490, -3.39497, -6.35663], [-1.51390, -5.42548, -4.96118], [-1.75136, -5.28587, -2.50885], [-2.40042, -3.13016, -1.44243]]}